Here is a molecular structure, C28H34IN8O2RbS in a non-equilibrium geometry from the Open Molecules 2025 dataset. Energies are from ωB97M-V/def2-TZVPD.

Atoms and positions in Å:
I -0.19397 -5.91164 0.95714
Rb -0.09257 0.63202 0.05139
S -3.85691 -2.57008 -0.01444
O -0.88549 2.03445 1.96747
O 1.17582 -2.57843 0.05273
N -3.98862 -0.03501 -0.71889
N -0.69881 -3.09905 -1.10533
N -1.86710 -1.16000 1.85992
N 1.71346 1.31624 -2.62128
N 2.38814 0.24260 1.91689
N 1.30152 1.92762 -3.63029
N -2.56430 -0.34466 1.00908
N 3.93776 0.34556 3.69702
C -2.10827 1.58368 5.88736
C 4.67577 -0.73404 -1.91769
C 2.05070 1.93393 3.56162
C -1.03351 2.05070 -2.79560
C -0.12709 3.57929 -4.49557
C -1.35522 1.86532 3.13213
C -1.96038 0.48040 5.06198
C 4.00027 1.41509 -3.52629
C -1.55286 2.98333 4.01110
C -1.48282 -0.70691 2.99381
C 5.62081 -0.45776 2.01141
C 4.47089 1.08435 4.82244
C -1.90984 2.85054 5.33224
C -2.24370 2.72236 -2.95270
C -1.37415 4.13252 -4.69395
C 0.05592 -3.06917 0.00757
C 3.01174 0.82065 -2.72427
C 5.65177 -0.12894 -2.70067
C -3.34958 -0.91067 0.14348
C 3.37554 -0.26309 -1.91676
C -0.53952 -3.79895 1.19493
C 5.50441 2.15300 4.44773
C -1.64226 0.57357 3.70715
C 0.05060 2.51522 -3.58268
C 5.30140 0.94851 -3.50641
C 4.70546 -0.77979 3.19720
C -2.45761 3.67800 -3.94705
C 2.82442 0.77628 2.98764
H -3.45437 4.06542 -4.14268
H -1.61360 -3.65274 1.26457
H -0.97979 -1.47642 3.58705
H 2.61490 -0.74055 -1.30730
H 0.74213 3.99200 -5.00404
H -1.50118 4.93038 -5.41859
H 4.93089 0.36954 5.51094
H 3.71685 2.25762 -4.14154
H -2.11839 -0.51319 5.47588
H -0.35441 -2.55835 -1.88403
H 2.89811 -0.56428 1.57066
H 4.93693 -1.58606 -1.30087
H 1.61187 1.65935 4.52432
H -1.72411 -3.12792 -0.97224
H 5.30322 -1.16537 4.02631
H 6.67366 -0.48850 -2.67923
H 1.23282 2.16739 2.88246
H 6.05476 1.42769 -4.12217
H 2.67203 2.82210 3.69815
H 6.42768 1.69818 4.08738
H -2.02119 3.73684 5.95122
H -4.24671 -0.44859 -1.59704
H 6.34227 0.31620 2.27303
H 6.16613 -1.35342 1.70627
H 5.04130 -0.10008 1.16090
H -3.08651 2.46077 -2.31350
H -1.37796 3.96489 3.58237
H -2.37834 1.46288 6.93028
H 5.74439 2.77318 5.31478
H 3.65084 1.55456 5.36141
H 5.11068 2.79498 3.65894
H -0.02731 -3.51814 2.10673
H 4.00993 -1.57346 2.91012
H -3.53814 0.86844 -0.77672

Cartesian forces, eV/Å:
0.008 -0.016 0.036
0.471 -0.238 -0.867
0.311 -0.236 -0.025
-0.208 0.331 0.596
0.173 0.139 0.074
0.169 0.290 0.108
-0.683 0.183 -0.056
-0.199 -0.508 -0.048
-1.323 0.306 0.065
-0.288 -0.014 -0.337
1.523 -0.294 0.173
0.040 0.603 0.111
0.056 -0.108 0.000
-0.043 0.000 0.161
0.240 -0.107 -0.021
-0.024 -0.010 -0.078
0.949 -0.643 0.616
0.504 -0.204 0.130
0.001 0.054 0.083
-0.028 -0.052 -0.087
-0.350 0.017 0.136
-0.030 0.068 -0.016
0.022 -0.198 -0.097
-0.108 -0.004 0.087
0.060 0.129 -0.027
0.022 -0.074 -0.029
-0.169 0.273 -0.545
-0.045 0.208 -0.128
0.276 -0.317 0.132
1.387 -0.316 -0.255
-0.093 0.011 0.011
-0.428 -0.383 0.218
-0.428 0.190 -0.092
0.024 0.142 -0.026
-0.080 -0.093 0.021
-0.076 0.276 0.004
-2.155 0.685 -0.141
0.095 -0.081 0.005
0.016 0.078 -0.115
0.026 -0.158 0.264
0.067 -0.010 0.111
0.016 0.089 0.059
-0.075 -0.018 -0.002
0.077 0.033 -0.033
0.037 0.001 0.029
-0.054 -0.103 -0.154
-0.007 -0.012 -0.005
-0.046 -0.019 0.021
-0.006 0.019 -0.006
0.021 -0.001 0.004
-0.030 0.075 0.032
0.116 0.024 0.151
-0.047 0.011 0.027
0.008 0.047 0.007
0.257 0.020 -0.056
-0.023 -0.008 0.025
-0.011 -0.013 -0.006
-0.013 -0.019 -0.014
-0.019 0.018 0.009
0.017 -0.023 0.042
0.016 0.019 -0.021
-0.013 0.006 -0.006
-0.025 -0.040 -0.040
0.036 -0.010 0.002
0.001 0.011 -0.031
0.027 0.005 -0.029
-0.043 -0.004 -0.067
0.018 -0.018 -0.018
0.004 0.002 -0.012
0.016 -0.005 -0.007
-0.010 -0.033 -0.006
0.012 0.025 0.013
-0.015 0.046 -0.034
0.031 -0.033 0.046
0.043 -0.009 -0.071

Results
- Total charge: -2
- Maximum force: 2.27 eV/A
- Orbital gap: 5.253 eV
- Energy relative to the best compared isomer or geometry (same formula, charge and spin): 0.7948 eV
- LUMO energy: 3.648 eV

***

Here is a molecular structure, C28H34IrN4O5S2 in a non-equilibrium geometry from the Open Molecules 2025 dataset. Energies are from ωB97M-V/def2-TZVPD.

Atoms and positions in Å:
Ir -0.58672 0.46120 1.20522
S -2.78268 -0.89281 1.41431
S -3.13353 -2.16572 3.87259
O 0.90318 1.12661 -1.70524
O -1.50711 1.56372 -0.28148
O -0.23033 -1.13045 -0.09752
O 1.51614 0.98810 0.44805
O -1.56554 -3.24885 1.85927
N -0.63550 2.16526 2.31344
N -2.45273 1.36311 -2.69171
N -0.78457 -2.53844 -2.87364
N 0.37876 -0.55739 2.66480
C 0.99605 -2.89000 -1.10005
C 1.17719 -1.52883 2.43724
C 4.03445 -4.85332 0.21963
C -0.06440 5.33088 -1.35199
C 0.68908 -2.00905 -0.00155
C -1.55477 -1.32835 -2.60987
C -0.36896 3.29054 1.75468
C -0.73191 4.52599 -2.24747
C -1.25862 3.27358 -1.89174
C -2.25622 -2.20786 2.41733
C 2.09745 -3.78564 -0.98966
C -0.41854 3.59804 0.35004
C 0.26906 -3.07975 -2.29693
C 3.10214 0.35519 -1.21018
C 1.72682 0.86953 -0.82147
C -1.06975 2.74510 -0.58220
C -1.47131 -4.41464 2.67035
C 0.35572 -0.08052 4.06385
C 1.44917 -2.21280 1.19345
C 2.48582 -3.12925 1.23005
C -0.84002 0.79032 4.37139
C -1.88969 -0.65400 -3.93379
C -1.87839 2.50287 -2.90537
C 0.04656 4.84504 -0.05043
C -2.91762 0.44972 -3.72398
C 2.86698 -3.91201 0.13414
C -0.73433 2.17770 3.78654
C 0.47686 6.68124 -1.72934
H -0.87119 -4.22477 3.56452
H -3.86917 0.03216 -3.39292
H -0.97842 -0.23728 -4.36850
H -0.16643 7.48133 -1.35919
H 2.99290 -0.46281 -1.92328
H -3.09253 1.00982 -4.64186
H 0.63839 -3.91839 -2.87833
H -1.63013 2.74483 4.04509
H 1.73355 -1.91393 3.29143
H -1.10259 -3.04632 -3.68670
H -0.12899 4.12748 2.41183
H 0.52210 5.47092 0.69868
H 0.34709 -0.95561 4.71408
H -1.89162 2.87967 -3.92473
H 4.08425 -5.49622 -0.65768
H -0.86271 4.86356 -3.27050
H 0.54842 6.78555 -2.81078
H -2.36052 1.03054 -1.72268
H 1.47151 6.83627 -1.31213
H 1.28488 0.47025 4.24242
H -1.75289 0.29907 4.03289
H 3.65166 1.15034 -1.71542
H -0.95892 -0.68301 -1.97525
H 3.66898 0.02430 -0.34284
H -2.30770 -1.36956 -4.64849
H 3.02807 -3.24363 2.16393
H 3.96096 -5.49186 1.10058
H 4.97593 -4.30597 0.28719
H -0.98787 -5.17397 2.06070
H -2.46010 -4.76228 2.97463
H 0.13199 2.71063 4.18966
H -0.92015 0.89042 5.45502
H 2.32852 -4.40778 -1.84777
H -2.46551 -1.59785 -2.06435

Cartesian forces, eV/Å:
1.286 -0.489 -0.496
0.376 -0.906 0.815
1.334 0.032 -1.262
0.109 -0.025 0.141
-0.134 -0.106 0.115
-1.413 1.359 0.343
-0.416 0.082 0.330
-1.122 2.460 1.106
0.080 -0.044 0.019
0.230 0.147 0.041
-1.972 1.068 -1.188
-0.720 0.886 0.097
-0.509 -0.372 -0.902
0.611 -1.100 -1.138
-0.035 -0.003 -0.042
0.037 0.005 0.178
1.502 -1.006 1.114
0.442 -0.586 -0.150
-0.080 0.056 -0.058
-0.107 -0.158 -0.013
0.130 0.100 0.099
-1.244 -1.401 -0.883
-0.112 0.170 -0.315
-0.078 -0.114 -0.008
1.705 -0.762 1.128
0.037 0.071 0.043
-0.011 -0.065 -0.391
0.118 0.215 -0.050
0.232 -0.634 0.440
0.094 -0.002 -0.121
-1.285 1.231 -0.137
1.589 -1.434 0.156
0.030 -0.018 0.048
-0.103 0.048 0.107
-0.221 -0.204 -0.038
0.052 0.123 -0.085
-0.054 -0.022 -0.123
-0.131 0.553 1.195
-0.060 0.057 -0.059
0.016 0.018 -0.012
-0.049 0.038 -0.112
-0.006 0.004 -0.005
-0.001 -0.016 0.003
0.000 -0.003 0.002
-0.046 0.005 0.040
-0.003 0.057 0.027
0.007 0.076 0.013
0.019 0.028 0.020
0.026 0.001 0.004
0.026 0.113 0.127
-0.050 0.008 -0.003
-0.003 0.007 -0.002
0.023 -0.002 0.035
0.018 -0.007 0.004
0.003 -0.003 -0.018
0.004 -0.013 -0.004
-0.003 0.002 0.000
0.008 -0.003 -0.111
0.000 -0.003 -0.004
-0.025 0.006 0.057
-0.049 0.015 -0.005
-0.012 0.022 0.001
0.042 0.102 -0.069
-0.024 -0.010 -0.010
0.010 -0.004 0.039
0.038 0.008 -0.033
0.004 0.011 0.016
-0.006 0.010 0.000
0.022 0.129 -0.045
0.007 0.102 -0.072
0.002 -0.060 0.016
-0.005 0.009 0.005
-0.035 0.045 -0.006
-0.147 0.095 0.048

Results
- Total charge: +1
- Maximum force: 2.92 eV/A
- Spin multiplicity: 5
- Orbital gap (spin up / spin down): 4.105 / 4.647 eV
- LUMO energy (spin up / spin down): -3.280 / -5.201 eV

***

Here is 3 unconnected molecules or ions with the total composition C28H34N3 in a non-equilibrium geometry from the Open Molecules 2025 dataset. Energies are from ωB97M-V/def2-TZVPD.

Atoms and positions in Å:
N 0.78547 6.66287 -3.53875
N -0.70278 1.64715 -2.94388
N 0.42751 -0.37781 0.52046
C -5.64122 -2.71088 1.87319
C 0.14132 6.73318 -0.82717
C -2.43211 2.84319 -4.10631
C -1.89977 2.45849 -5.32688
C -1.91571 -2.81541 3.32111
C 4.50152 -1.12796 2.81729
C -5.41800 -3.48162 0.64028
C -4.10915 -4.06181 0.28874
C -1.79956 2.41550 -2.95155
C 3.14685 -4.56209 1.22536
C -0.76388 1.66467 -5.34645
C 1.17656 7.67101 -2.75213
C 3.36823 -2.18514 2.39642
C 2.41287 -0.36965 -0.96570
C -4.50337 -2.47862 2.79598
C -0.27731 5.67800 -1.62266
C -2.98746 -3.83591 1.19679
C -3.20617 -3.04396 2.43078
C 2.49023 -1.43338 1.32044
C 3.18961 -1.07870 0.05298
C 4.11969 -3.42481 1.78852
C 0.07106 5.68991 -2.96416
C 1.03252 -0.03979 -0.67667
C -0.20855 1.28728 -4.13598
C -1.23552 -1.48290 2.73495
C 0.88459 7.75278 -1.39926
C 1.07798 -1.07764 1.53022
C 0.34300 -1.48255 2.85998
H -0.10934 6.76061 0.22696
H 4.72668 -3.90242 2.60319
H -6.23796 -3.65600 -0.10270
H -6.66469 -2.30281 2.06181
H 0.61619 -0.66345 3.59339
H 0.67888 0.66316 -4.10084
H -1.24972 -3.70193 3.10380
H -4.65783 -1.86706 3.71926
H 0.72257 -2.45901 3.25586
H -3.31799 3.46187 -4.05221
H 0.43305 0.51422 -1.44934
H 1.22938 8.59249 -0.81027
H 4.83668 -3.14657 0.96386
H -0.86055 4.86394 -1.21141
H -3.90853 -4.63234 -0.64550
H -2.17637 2.69332 -1.97288
H -0.32006 1.34565 -6.28003
H -0.54707 -0.07047 0.60933
H -2.36515 2.77392 -6.25293
H 3.18267 -4.52707 0.10620
H 4.05578 -0.10159 2.90638
H -2.15829 -2.73086 4.40921
H -0.23054 4.88463 -3.62665
H 1.75233 8.44646 -3.24605
H 2.71268 -2.41784 3.27022
H -1.74211 -0.63030 3.25783
H 5.04338 -1.43784 3.74530
H 2.84335 -0.05720 -1.94930
H 4.25669 -1.37126 -0.09209
H 5.23579 -1.06327 1.96028
H 3.52996 -5.55295 1.58956
H 2.08319 -4.40391 1.55010
H -1.96085 -4.23969 0.98718
H -1.50068 -1.49786 1.63656

Cartesian forces, eV/Å:
-0.096 -0.012 0.420
-0.132 0.013 -0.340
1.779 -0.322 -0.610
2.245 -0.955 -0.888
-0.025 0.005 0.132
0.044 -0.023 -0.031
-0.050 0.034 -0.097
-0.598 0.228 -1.623
-0.457 -0.049 -0.597
1.373 0.026 0.723
0.307 1.552 2.329
0.223 -0.162 0.222
0.593 0.535 0.028
-0.025 0.031 0.017
-0.016 -0.159 -0.331
0.684 1.409 -0.787
-0.682 -0.578 1.989
-0.174 -1.316 -2.506
0.054 0.056 -0.002
-2.389 1.078 0.672
-0.499 -0.522 -0.245
0.003 0.305 -1.524
-3.181 0.650 0.600
-0.862 -1.051 0.221
0.166 0.150 -0.267
1.704 -0.408 -0.222
-0.005 0.021 0.341
-0.085 -1.173 0.021
-0.044 -0.070 0.028
1.789 -0.742 -0.311
-0.400 1.525 -0.253
0.006 0.012 -0.041
-0.418 0.715 -0.657
0.692 0.306 1.036
1.175 -0.401 -0.050
-0.027 -1.042 -0.574
-0.007 0.005 -0.112
-0.572 0.967 0.568
0.304 -0.746 -0.915
-0.306 0.946 -0.589
0.039 -0.015 0.033
0.245 -0.431 0.987
-0.005 -0.013 -0.045
-0.714 0.006 1.018
0.009 0.011 -0.033
-0.558 0.525 0.838
-0.078 0.036 -0.060
0.009 0.000 0.051
0.492 -0.392 0.289
0.024 -0.011 0.043
-0.210 -0.266 0.967
0.464 -0.928 0.305
0.317 -0.111 -0.950
-0.034 -0.026 0.057
-0.007 0.015 0.071
0.823 -0.138 -0.722
0.712 -0.493 -0.744
-0.532 0.321 -0.806
-0.481 -0.382 1.126
-1.166 0.378 0.077
-0.631 -0.113 1.030
-0.641 0.862 -0.531
0.987 -0.253 -0.202
-1.209 0.392 0.204
0.058 0.186 1.223

Results
- Total charge: +1
- Maximum force: 3.30 eV/A
- Orbital gap: 7.237 eV
- Energy relative to the best compared isomer or geometry (same formula, charge and spin): 1.9055 eV
- LUMO energy: -3.841 eV

***

| no. | DFT total energy (eV) |
| --- | --- |
| 1 | -65194.7258 |
| 2 | -70287.1863 |
| 3 | -34049.4110 |